DFT (ωB97M-V with the def2-TZVPD basis set) results for one molecule with the formula C5H7NO at a distorted geometry.

Each line ends with the Mulliken charge.
Element x y z (Å)
H 0.229247 1.922567 -1.410278  0.3144
H -0.280799 -2.328056 0.409289  0.3685
C 0.918398 0.544381 0.041012  0.2569
H 0.272392 0.254982 -2.104848  0.2456
C -0.250594 -0.091828 0.645893  0.6060
C -1.152874 0.404324 -0.433964  -0.2286
O 2.037896 0.707480 0.456676  -0.5943
H 0.908488 -1.740591 1.660240  0.3231
N -1.336117 0.932538 0.911495  -0.5635
H 1.298779 -1.711718 -0.024666  0.3097
C 0.098814 0.871655 -1.211712  -0.5909
H -1.032142 1.914561 1.045763  0.2743
C 0.436848 -1.572879 0.696740  -1.1258
H -2.023922 -0.118915 -0.835803  0.4047

Cartesian forces, eV/Å:
-0.4 0.6 -0.8
-0.3 -0.3 0.5
0.5 1.3 -0.4
0.2 0.2 0.3
1.1 -1.8 -0.2
0.3 -0.3 -0.1
-0.4 0.2 -0.6
-0.3 -0.2 0.2
0.5 -0.7 0.1
-1.2 1.0 0.4
0.2 0.9 -0.3
0.4 -1.0 0.0
-1.1 0.1 0.8
0.5 0.1 -0.1

The value obtained for the total energy is -8832.080 eV. For the LUMO energy, the calculation gives 0.84 eV. The HOMO-LUMO gap comes out at 9.700 eV. As for the SMILES: C[C@]12N[C@H]1CC2=O. The calculation puts the energy relative to the best compared isomer or geometry (same formula, charge and spin) at 95.1 kcal/mol. The calculation puts the HOMO energy at -8.86 eV.



DFT (ωB97M-V with the def2-TZVPD basis set) results for C34H53BrN2P2Pb as an isolated structure at a distorted geometry.

Each line ends with the Mulliken charge.
Element x y z (Å)
C -4.122993 1.871814 2.005006  -0.7618
H -4.125067 -0.000313 -0.881754  0.4622
H -4.547413 -2.928187 3.051208  0.4421
H -4.063900 3.131133 -0.367937  0.2851
P 1.068243 6.249172 -0.637649  0.4202
C 2.690512 5.403355 -1.067057  0.1231
H -1.458367 5.937163 1.458387  0.3016
H 2.390702 -0.210033 -1.964100  0.6710
C -1.749585 -0.956095 1.138263  1.2397
C 2.601526 -1.939805 0.949593  -0.7746
C -0.086728 -2.534991 -1.594103  -0.4529
C -0.413451 5.990461 1.811242  -1.1790
H 1.710642 -3.496898 2.229665  0.2911
H 0.769724 -5.866690 -3.914163  0.3996
H 4.880248 -7.912312 -6.811317  0.4030
P 2.001769 -0.194089 1.179268  0.2856
H -5.383188 2.138629 -1.115468  0.3619
C 0.630810 -1.337223 -1.355632  -0.6472
H -1.164764 6.006481 -3.701481  0.3568
C 0.524767 5.239227 0.855912  0.1432
H 0.984986 -8.288263 -8.186642  0.4088
H -0.954443 5.096879 -1.498165  0.3049
H 0.633686 0.122946 3.092524  0.1306
C 1.733528 0.097089 2.996259  -0.3063
H 3.473252 -2.014714 1.624954  0.7458
H -5.721194 3.123869 0.346168  0.3743
H 3.401936 -1.063232 3.865353  0.3343
C -3.776461 -2.374891 2.529825  -0.8295
Pb 0.000000 0.000000 0.000000  2.8509
H 4.825197 5.856076 -1.209642  0.3686
H 4.206908 -6.339928 -5.015315  0.4567
C 3.445935 -6.741638 -5.691778  -0.2518
H -0.000091 4.353805 0.450245  -0.2382
H 0.544503 4.500719 -2.244236  0.2136
H -0.147269 7.058455 1.893100  0.4095
H 3.143988 -1.862749 -3.643900  0.3830
H -0.341699 7.367743 -2.901713  0.3484
H 5.071309 1.106978 -0.700280  0.3555
H 4.169227 6.005986 0.438056  0.3315
H 1.810771 -1.875117 3.935072  0.2695
C -2.445426 -2.561012 2.859510  -1.0124
H -0.245172 -4.382992 -2.690966  0.3018
H 0.123562 -6.722461 -6.442997  0.4441
C -4.951351 2.493352 -0.157712  -0.7984
H -5.467342 0.821715 0.878609  0.4124
C 0.005547 5.420290 -1.947498  -0.2023
C 3.941415 6.175719 -0.628698  -1.1758
C 2.006203 -4.188702 -4.313420  -0.2831
H -3.310241 2.613532 1.886502  0.2119
H 4.331123 -0.513361 -0.717224  0.3065
H -0.452433 -2.022041 2.519037  0.3333
C 0.340747 -3.469199 -2.541510  -1.1418
H 2.812033 -3.792254 -4.945634  0.4002
H 2.097449 1.125085 3.184255  0.6039
H -0.372519 5.557262 2.827109  0.3365
N -4.585992 1.355109 0.699392  0.1068
H -1.001067 -2.740960 -1.024992  0.3978
H 0.599627 6.225224 -3.894180  0.3220
C 1.677946 -7.836064 -7.463361  -0.3919
H -5.173717 -1.275158 1.381966  0.3690
C 3.383313 0.934041 0.653607  0.0482
C 2.231612 -2.056820 -3.065967  -0.9848
Br -0.805707 1.693591 1.720216  -0.3796
C 1.642946 -3.110386 1.200433  -1.1885
C 4.597876 0.335449 -0.067457  -1.3219
H 2.904434 1.728061 0.051248  -0.2704
N 2.970962 -8.178502 -7.587271  0.0475
H -4.955801 2.394090 2.530325  0.4135
C 1.513749 -3.252808 -3.306105  1.2801
H 1.418961 4.859941 1.389189  0.4310
C 1.802683 -1.123115 -2.114942  -0.8151
H -2.176307 -3.257867 3.644253  0.4746
H 2.695534 4.379281 -0.643496  -0.2743
C 3.824362 -7.627329 -6.703684  -0.3531
H -2.750613 1.034683 -0.385230  0.2221
C -1.452766 -1.857554 2.183200  -0.8809
C -3.613938 0.450980 -0.004421  -1.0564
H 5.359475 -0.012002 0.651301  0.4016
H 3.021606 -1.950262 -0.072851  0.3283
C -4.121428 -1.433164 1.568040  -0.5385
C 2.084698 -6.376669 -5.556174  0.3664
C 2.320833 -0.899660 4.003798  -1.2721
H 3.704394 1.434738 1.584243  0.6152
H 2.166748 -0.521161 5.030136  0.4089
C -0.237756 6.302924 -3.178597  -1.1500
C 1.575778 -5.459577 -4.537758  -0.6765
C 1.192835 -6.958869 -6.486869  -0.2571
H 1.835260 -3.946735 0.506618  0.3041
H -3.797197 1.059081 2.687836  0.3162
C -3.133734 -0.677542 0.894695  0.2397
H 0.602170 -2.778599 1.035295  0.1277
H 2.685789 5.293734 -2.168671  0.4582
H 3.811667 7.262825 -0.775910  0.3645

Cartesian forces, eV/Å:
0.1 0.6 2.0
0.0 0.6 0.5
0.0 0.0 -0.1
-0.5 -0.6 0.3
0.0 -4.6 -0.2
0.7 1.0 -0.6
0.4 0.1 0.2
-0.2 -0.3 -0.2
-0.8 -0.8 0.0
1.0 0.3 0.0
-0.3 0.4 0.1
-0.4 0.2 0.3
0.0 0.2 -0.4
0.2 0.1 -0.3
-0.4 0.1 0.1
4.2 -1.4 3.4
0.3 0.1 0.6
1.1 -2.5 -4.7
0.5 0.1 0.2
0.1 0.6 0.7
0.2 0.2 0.3
0.5 0.4 0.0
0.6 0.0 0.2
-0.4 0.2 -0.1
-0.2 0.1 -0.3
0.6 -0.6 -0.3
-0.4 0.1 0.1
-0.1 0.1 -0.1
-4.8 0.2 1.7
-0.5 0.1 0.3
-0.2 -0.3 -0.4
-1.0 0.2 -0.2
0.4 0.4 -0.2
0.0 0.4 0.4
-0.1 -0.5 0.1
-0.4 0.0 0.3
-0.1 -0.5 -0.2
-0.2 -0.4 0.3
-0.1 0.1 -0.4
0.2 0.4 0.0
0.0 0.2 0.0
0.2 0.5 0.1
0.5 -0.3 -0.3
-0.8 1.4 -1.1
0.9 0.3 -0.2
-0.7 0.8 -0.2
0.4 0.2 0.3
0.3 -1.4 -0.9
-0.5 -0.6 -0.2
0.2 0.4 0.2
0.5 -0.1 0.0
0.5 0.1 0.0
-0.3 -0.2 0.2
-0.2 -0.4 -0.1
0.0 0.2 -0.5
-0.5 -0.2 0.1
0.3 0.1 -0.3
-0.4 0.1 0.3
-0.7 -1.4 -1.8
-0.2 0.1 -0.2
-0.3 0.5 0.1
-0.1 -0.2 0.1
0.2 2.7 -0.2
-0.6 0.1 -0.1
0.3 -0.2 -0.2
0.2 -0.3 0.1
-1.6 3.5 4.0
0.4 -0.4 -0.7
-0.6 0.8 1.0
-0.3 0.5 -0.4
-0.3 0.0 -0.2
0.0 0.1 0.0
-0.5 0.5 0.0
1.9 -1.2 -1.1
-0.8 0.0 0.4
-0.8 0.2 -0.6
0.7 -1.3 -0.7
-0.4 0.1 -0.3
-0.3 -0.2 0.5
1.0 0.3 0.0
0.6 -0.8 -1.4
0.2 -0.3 0.0
-0.1 -0.2 -0.3
0.1 -0.1 -0.5
-0.1 0.3 -0.5
-0.1 1.4 1.2
0.8 0.1 0.5
0.0 0.4 0.3
-0.1 0.4 -0.7
0.4 -0.5 0.4
0.4 -0.5 0.0
-0.1 0.2 0.5
0.2 -0.5 0.0

The value obtained for the total energy is -132921.933 eV. For the LUMO energy (spin up / spin down), the calculation gives -12.86 / -12.57 eV. The HOMO-LUMO gap (spin up / spin down) comes out at 4.690 / 4.983 eV. The total charge is +4. The calculation puts the energy relative to the best compared isomer or geometry (same formula, charge and spin) at 3.6 kcal/mol. The calculation puts the HOMO energy (spin up / spin down) at -17.55 / -17.55 eV.



DFT (ωB97M-V with the def2-TZVPD basis set) results for one molecule with the formula C4H4N2 at a distorted geometry.

Each line ends with the Mulliken charge.
Element x y z (Å)
C 0.005418 -0.382672 0.083937  0.7617
C 0.607863 0.939400 -0.344839  -1.2932
C -0.609453 -0.403817 1.402326  0.0528
N -1.100249 -0.421461 2.447012  -0.3764
H 1.017926 0.835680 -1.354479  0.3537
H -0.165803 1.707193 -0.349983  0.3394
N -0.760561 -1.655273 -1.390920  -0.2533
H 0.792415 -1.157732 0.081403  0.1510
H 1.411451 1.210847 0.341172  0.3632
C -1.206799 -0.674712 -0.927562  -0.0988

Cartesian forces, eV/Å:
0.1 0.5 0.4
0.1 0.3 0.1
-0.3 0.3 1.2
0.4 0.0 -0.8
-0.1 0.0 0.2
0.2 0.1 0.0
-1.3 -0.2 -1.0
-0.5 0.2 -0.1
0.0 0.1 0.0
1.5 -1.2 0.1

The value obtained for the total energy is -7189.952 eV. For the LUMO energy, the calculation gives -0.75 eV. The HOMO-LUMO gap comes out at 11.090 eV. As for the SMILES: CC(C#N)C#N. The calculation puts the energy relative to the best compared isomer or geometry (same formula, charge and spin) at 63.1 kcal/mol. The calculation puts the HOMO energy at -11.84 eV.